# 1
This record from OMol25 describes a molecular structure, C5H11NO. The level of theory is ωB97M-V/def2-TZVPD.

Values from the calculation:
Kohn-Sham gap (eV): 8.62
Relative energy (zero: lowest compared OMol25 entry of this formula, charge and spin) (eV): 5.278
Maximum force (eV/Å): 0.43
HOMO energy (eV): -7.576
E_tot (a.u.): -326.9374
LUMO level (Eh): 0.0384

```
18
C5H11NO, DFT ωB97M-V/def2-TZVPD
O 1.7202 -0.0169 -2.3887
N 0.4142 -0.3074 0.3952
C 1.1367 0.7885 -0.2187
C -0.9089 -0.0559 0.9487
C 0.6651 1.1566 -1.5029
C -1.9455 -1.1076 0.6439
C 0.2565 -0.3095 1.8325
H -1.4914 -2.1018 0.7066
H -2.7921 -1.0640 1.3372
H -0.3002 0.8210 -1.8857
H 1.5603 1.5604 0.4275
H 1.0271 2.0810 -1.9421
H -2.3309 -0.9808 -0.3755
H 0.3766 -1.2694 2.3335
H -1.2520 0.9814 0.9125
H 1.2018 -0.8417 -2.3738
H 0.6537 0.5435 2.3862
H 2.0088 0.1227 -1.2367
```

# 2
This record from OMol25 describes a molecular structure, C5H4I2O in a non-equilibrium geometry. The level of theory is ωB97M-V/def2-TZVPD.

Values from the calculation:
Kohn-Sham gap (eV): 8.09
Relative energy (zero: lowest compared OMol25 entry of this formula, charge and spin) (eV): 0.000
Maximum force (eV/Å): 4.35
HOMO energy (eV): -8.504
E_tot (a.u.): -863.4736
LUMO level (Eh): -0.0152

```
12
C5H4I2O, DFT ωB97M-V/def2-TZVPD
I -2.8482 1.2383 0.2624
I -2.1765 -2.2948 0.2917
O -0.7186 -0.2515 -1.2114
C 0.9607 0.4272 0.9177
C -1.2793 -0.3191 -0.0058
C 0.5756 -0.0876 -1.4292
C 1.4832 0.3293 -0.5055
C -0.2947 0.0125 1.2365
H 0.8599 -0.3456 -2.4630
H 2.4819 0.4263 -0.7880
H -0.7845 0.1487 2.1499
H 1.7404 0.7164 1.5446
```

# 3
This record from OMol25 describes a single C5H4N4O molecule in a non-equilibrium geometry. The level of theory is ωB97M-V/def2-TZVPD.

Values from the calculation:
Kohn-Sham gap (eV): 8.70
Relative energy (zero: lowest compared OMol25 entry of this formula, charge and spin) (eV): 1.719
Maximum force (eV/Å): 7.81
HOMO energy (eV): -8.516
E_tot (a.u.): -487.1269
LUMO level (Eh): 0.0068

```
14
C5H4N4O, DFT ωB97M-V/def2-TZVPD
O -1.5793 2.0158 -0.1189
N -2.0727 -0.0975 0.2002
N 1.8808 -1.0404 0.1014
N 1.5139 1.2622 -0.0995
N -0.3900 -1.7436 -0.2030
C 0.6286 -0.8001 -0.0982
C -1.6250 -1.3601 0.1515
C 0.2891 0.6061 -0.0560
C -1.1685 0.8355 0.0556
C 2.4680 0.2290 0.0504
H 3.4221 0.4380 0.5303
H -2.5392 -1.9748 0.0058
H 1.7065 2.4528 0.2003
H -0.0317 -2.7694 -0.3982
```

# 4
This record from OMol25 describes a gas-phase ion, C8H15BrN3O (charge +1) in a non-equilibrium geometry. The level of theory is ωB97M-V/def2-TZVPD.

Values from the calculation:
Kohn-Sham gap (eV): 10.41
Relative energy (zero: lowest compared OMol25 entry of this formula, charge and spin) (eV): 0.402
Maximum force (eV/Å): 3.36
HOMO energy (eV): -13.644
E_tot (a.u.): -3127.0865
LUMO level (Eh): -0.1187
Charge: +1

```
28
C8H15BrN3O, DFT ωB97M-V/def2-TZVPD
Br 0.6882 1.9814 2.3641
O 0.7216 1.6482 -2.1160
N -1.1552 0.0854 1.1526
N -0.7830 2.0290 -0.0572
N 2.8492 0.8879 -1.6772
C 1.0662 0.2952 -0.1762
C 0.3031 -1.8585 0.7891
C 0.3719 -1.0889 -0.5252
C 1.5221 1.0778 -1.4101
C 0.0109 1.1375 0.6593
C -1.0359 -0.8694 -1.0683
C -2.0487 -0.2920 0.0645
C -0.7441 -1.1641 1.7476
H -0.4946 2.3643 -1.0767
H 3.3082 1.2198 -2.4642
H -1.6600 -1.8422 1.9121
H -2.5420 0.5757 -0.4083
H -1.0262 -0.0444 -1.8130
H -0.1201 -2.8333 0.4570
H -0.8473 2.8873 0.4755
H -2.8077 -1.0026 0.4377
H 1.2590 -1.9591 1.3767
H -0.3134 -1.0405 2.7793
H 0.8957 -1.7529 -1.3819
H 3.4099 0.4932 -1.0168
H -1.6045 0.7104 1.8582
H 2.0564 0.2955 0.3501
H -1.2801 -1.9408 -1.2326
```

# 5
This record from OMol25 describes a single C17H34ClNO2P molecule. The level of theory is ωB97M-V/def2-TZVPD.

Values from the calculation:
Kohn-Sham gap (spin up / spin down) (eV): 8.55 / 9.46
Maximum force (eV/Å): 0.79
HOMO energy (spin up / spin down) (eV): -8.034 / -8.952
E_tot (a.u.): -1674.9062
LUMO level (spin up / spin down) (Eh): 0.0189 / 0.0187
2S+1: 2

```
56
C17H34ClNO2P, DFT ωB97M-V/def2-TZVPD
Cl 1.3627 -1.1039 -3.0007
P 0.3423 -1.7091 -1.3112
O 1.5636 -1.4871 -0.2234
O -4.8045 -0.1357 -0.1443
N -3.6327 -0.6189 -0.1504
C -2.8042 -2.7297 -1.0813
C -0.7608 -0.2219 -1.0284
C 4.9660 -1.8190 1.1495
C 1.2262 2.2965 0.5124
C -1.2302 -0.3369 0.4430
C -3.1507 -1.2691 -1.4119
C 3.7285 1.9026 0.9934
C 2.2731 1.7426 1.4935
C 1.2087 1.6623 -0.9020
C -2.8831 1.6045 0.5725
C 4.6302 -0.4171 1.6831
C -0.1774 1.1769 -1.3766
C -1.9696 -0.4609 -1.9721
C -2.6795 0.0926 0.7567
C 4.4706 0.6294 0.5736
C -4.2838 -1.2684 -2.4368
C -3.0166 -0.3091 2.2107
H -4.5259 -0.2578 -2.7730
H -2.1446 -0.7209 2.7259
H 5.4355 -0.0884 2.3536
H 1.4332 3.3717 0.4165
H 1.9679 0.8902 -0.9779
H -2.0487 2.1467 1.0292
H -5.1844 -1.7238 -2.0220
H -3.3878 0.5417 2.7860
H -1.1147 -1.3725 0.8057
H 2.1638 2.3039 2.4298
H 5.4789 0.9279 0.2530
H 3.7265 2.5971 0.1420
H 3.7264 -0.4565 2.3019
H -3.7990 -1.0738 2.2128
H -2.3531 0.5153 -2.2905
H -3.9616 -1.8600 -3.3013
H -3.8058 1.9177 1.0650
H -2.3751 -3.2307 -1.9557
H -1.6357 -0.9755 -2.8856
H 5.6522 -2.3545 1.8095
H -2.0902 -2.8360 -0.2640
H 2.0585 0.6979 1.7520
H -2.9484 1.8890 -0.4806
H 4.0697 -2.4331 1.0299
H -0.5880 0.2746 1.0878
H 3.9972 0.1715 -0.3002
H -0.8874 1.9130 -0.9783
H 5.4446 -1.7506 0.1660
H -3.7244 -3.2451 -0.7919
H -0.2423 1.2779 -2.4663
H 1.5041 2.4341 -1.6240
H 4.3274 2.3957 1.7721
H 1.2241 -1.3459 0.6611
H 0.2280 2.2385 0.9621
```

# 6
This record from OMol25 describes a molecular structure, C13H16O3 in a non-equilibrium geometry. The level of theory is ωB97M-V/def2-TZVPD.

Values from the calculation:
Kohn-Sham gap (eV): 8.11
Relative energy (zero: lowest compared OMol25 entry of this formula, charge and spin) (eV): 11.900
Maximum force (eV/Å): 18.36
HOMO energy (eV): -7.854
E_tot (a.u.): -730.2884
LUMO level (Eh): 0.0094

```
32
C13H16O3, DFT ωB97M-V/def2-TZVPD
O 2.5669 -0.0078 3.7677
O -1.8044 -0.9370 2.4688
O 4.0873 0.3127 1.8832
C -0.5207 -0.4234 2.2836
C -1.3653 -0.8144 -0.1681
C 3.6434 0.3770 -0.3872
C 1.0848 -0.3606 0.3694
C 1.7031 -0.2721 2.8893
C -2.0891 1.7532 -3.1354
C -2.8250 -0.6349 -2.5604
C 3.2620 0.2035 0.9874
C 0.3699 -0.5641 3.2278
C 1.9764 -0.0956 1.4190
C -1.4107 0.5995 -1.0256
C -0.2464 -0.4531 0.8938
C -2.0316 0.5578 -2.3710
H -3.3400 -0.3957 -3.5673
H -3.3056 1.8939 -3.3020
H -2.2048 -1.8621 -2.8265
H -2.0671 -0.8911 3.6600
H -1.6641 1.3298 -4.1080
H -1.1031 -1.5641 -0.8398
H 4.7430 0.5896 -0.5196
H -1.6046 2.5890 -2.6340
H 3.3529 0.1292 3.5819
H 0.1545 -0.6340 4.3962
H 3.0446 1.0101 -0.7767
H -3.6512 -1.0574 -1.9185
H 1.2550 -0.0835 -0.4532
H 3.5242 -0.7601 -0.8977
H -1.0395 1.3578 -0.7857
H -2.4949 -0.8920 0.4485
```